Record 1
This record from the Open Molecules 2025 dataset describes 15 unconnected molecules or ions with the total composition C25H64Br2N15O29 at a distorted geometry. The level of theory is wB97M-V/def2-TZVPD.

Each line ends with the Löwdin charge.
Geometry (Å):
1 C -5.35 0.57 -1.00  -0.13
2 O -5.07 1.81 -1.61  -0.19
3 C -4.18 1.67 -2.72  -0.20
4 C -2.88 0.97 -2.24  -0.19
5 C -1.61 1.42 -3.01  -0.18
6 C -0.43 0.60 -2.43  -0.22
7 C 0.91 1.29 -2.76  -0.17
8 C 2.14 0.34 -2.85  -0.19
9 C 2.14 -0.86 -1.88  -0.14
10 N 1.81 -0.54 -0.44  0.04
11 C 2.43 0.66 0.09  -0.67
12 Br 4.27 1.07 -0.31  0.88
13 C 1.80 1.50 0.85  -0.69
14 C 2.39 2.79 1.39  -0.16
15 Br -0.02 1.17 1.38  0.86
16 H -4.63 0.30 -0.21  0.07
17 H -5.35 -0.22 -1.77  0.09
18 H -6.33 0.60 -0.51  0.07
19 H -4.69 1.07 -3.49  0.13
20 H -3.90 2.65 -3.11  0.12
21 H -2.71 1.28 -1.20  0.11
22 H -2.97 -0.12 -2.26  0.10
23 H -1.43 2.49 -2.84  0.12
24 H -1.68 1.20 -4.09  0.13
25 H -0.44 -0.44 -2.77  0.09
26 H -0.58 0.65 -1.34  0.04
27 H 1.17 2.09 -2.04  0.11
28 H 0.84 1.80 -3.73  0.11
29 H 3.04 0.95 -2.81  0.05
30 H 2.11 -0.09 -3.86  0.11
31 H 3.10 -1.38 -1.95  0.13
32 H 1.39 -1.59 -2.22  0.11
33 H 0.79 -0.58 -0.33  0.07
34 H 2.18 -1.34 0.11  0.10
35 H 3.39 2.63 1.80  0.04
36 H 1.77 3.11 2.24  0.06
37 H 2.35 3.58 0.64  0.10
38 C 2.18 -4.30 2.42  0.07
39 N 2.18 -3.24 1.37  -0.38
40 O 1.37 -3.33 0.47  0.07
41 O 3.00 -2.34 1.47  0.04
42 H 1.40 -5.02 2.19  0.06
43 H 3.16 -4.77 2.41  0.09
44 H 1.99 -3.81 3.37  0.12
45 C 4.96 4.54 3.55  0.05
46 N 4.14 5.78 3.44  -0.43
47 O 4.60 6.79 3.93  0.07
48 O 3.07 5.69 2.88  0.07
49 H 5.88 4.77 4.07  0.10
50 H 4.38 3.80 4.10  0.10
51 H 5.17 4.20 2.54  0.09
52 C 6.28 8.80 5.37  0.02
53 N 7.22 9.51 6.28  -0.45
54 O 7.82 10.47 5.83  0.07
55 O 7.32 9.08 7.41  0.06
56 H 6.30 9.29 4.40  0.10
57 H 6.63 7.77 5.29  0.08
58 H 5.29 8.85 5.81  0.10
59 C -9.65 -0.02 0.95  0.03
60 N -9.20 -1.17 0.12  -0.43
61 O -8.12 -1.07 -0.44  0.04
62 O -9.93 -2.14 0.07  0.07
63 H -8.90 0.76 0.90  0.08
64 H -10.60 0.32 0.54  0.08
65 H -9.77 -0.38 1.97  0.06
66 C 0.28 -4.46 -4.14  0.05
67 N 0.27 -3.02 -4.51  -0.44
68 O 1.33 -2.52 -4.85  0.07
69 O -0.79 -2.44 -4.44  0.06
70 H 1.29 -4.84 -4.25  0.10
71 H -0.06 -4.54 -3.11  0.09
72 H -0.41 -4.97 -4.82  0.11
73 C 5.36 1.44 -5.07  0.05
74 N 4.27 2.28 -5.64  -0.43
75 O 3.36 2.60 -4.90  0.06
76 O 4.36 2.58 -6.81  0.07
77 H 5.14 1.25 -4.03  0.07
78 H 5.39 0.51 -5.64  0.11
79 H 6.29 1.99 -5.18  0.10
80 C -4.91 1.52 2.63  0.04
81 N -6.20 2.15 3.00  -0.44
82 O -7.22 1.56 2.69  0.06
83 O -6.15 3.21 3.59  0.07
84 H -5.11 0.59 2.12  0.07
85 H -4.38 2.22 1.98  0.10
86 H -4.36 1.35 3.55  0.10
87 C 8.40 -0.17 -0.68  0.04
88 N 8.34 0.81 -1.80  -0.45
89 O 7.44 0.69 -2.61  0.04
90 O 9.20 1.66 -1.82  0.09
91 H 7.58 -0.87 -0.79  0.09
92 H 9.35 -0.68 -0.74  0.10
93 H 8.31 0.39 0.25  0.10
94 C 6.55 -3.63 3.80  0.05
95 N 5.72 -4.83 3.51  -0.44
96 O 4.68 -4.97 4.13  0.05
97 O 6.14 -5.59 2.66  0.08
98 H 6.05 -3.05 4.57  0.10
99 H 7.52 -3.98 4.14  0.10
100 H 6.64 -3.06 2.88  0.10
101 C -2.51 -3.27 -0.81  0.07
102 N -1.56 -2.56 0.08  -0.41
103 O -0.94 -1.61 -0.39  -0.01
104 O -1.46 -2.95 1.22  0.09
105 H -2.49 -2.81 -1.79  0.09
106 H -2.18 -4.31 -0.87  0.10
107 H -3.50 -3.20 -0.36  0.11
108 C -7.76 -3.35 3.95  0.06
109 N -7.73 -1.93 3.49  -0.42
110 O -6.66 -1.45 3.19  0.06
111 O -8.80 -1.35 3.44  0.05
112 H -6.74 -3.73 3.94  0.09
113 H -8.17 -3.36 4.95  0.10
114 H -8.39 -3.90 3.26  0.11
115 C -13.07 1.21 3.49  0.05
116 N -12.71 0.80 2.11  -0.45
117 O -12.69 -0.39 1.87  0.07
118 O -12.47 1.70 1.32  0.06
119 H -13.26 0.32 4.08  0.09
120 H -12.23 1.77 3.89  0.10
121 H -13.96 1.83 3.43  0.10
122 C 7.00 2.50 -8.62  0.04
123 N 7.77 1.22 -8.61  -0.45
124 O 8.51 1.01 -7.67  0.05
125 O 7.60 0.48 -9.55  0.07
126 H 7.25 3.05 -7.72  0.09
127 H 7.29 3.05 -9.51  0.10
128 H 5.95 2.25 -8.63  0.08
129 C -1.07 -8.33 2.65  0.06
130 N -0.47 -6.98 2.40  -0.43
131 O 0.60 -6.73 2.93  0.05
132 O -1.09 -6.23 1.68  0.07
133 H -0.40 -8.88 3.30  0.10
134 H -2.03 -8.17 3.11  0.10
135 H -1.17 -8.82 1.68  0.10

The HOMO-LUMO gap is 0.2975 Ha. Its multiplicity is 1. Its total charge is +1. The value obtained for the LUMO energy is -3.08 eV. As for the max |F|: 2.0 eV Å⁻¹. For the energy above the lowest of the compared OMol25 structures with the same formula, charge and spin, the calculation gives 0.6218 eV.

---

Record 2
This record from the Open Molecules 2025 dataset describes a single C21H20F4N2O3 molecule at a distorted geometry. The level of theory is wB97M-V/def2-TZVPD.

Each line ends with the Löwdin charge.
Geometry (Å):
1 O -0.30 -0.25 -1.84  0.09
2 C -0.70 0.64 -1.12  -0.47
3 N -1.97 1.10 -1.15  0.08
4 C -2.97 0.51 -2.02  -0.10
5 C -4.21 0.10 -1.28  -0.13
6 C -5.46 0.59 -1.66  -0.03
7 C -6.61 0.22 -0.98  -0.07
8 C -6.53 -0.65 0.09  -0.06
9 C -5.30 -1.15 0.48  0.01
10 C -4.16 -0.77 -0.20  -0.15
11 O -2.89 -1.31 0.16  0.14
12 C -2.44 -1.02 1.35  -0.73
13 F -1.17 -1.38 1.46  0.18
14 F -3.09 -1.63 2.36  0.16
15 F -2.50 0.30 1.65  0.15
16 C 0.20 1.40 -0.15  -0.22
17 C 0.72 2.67 -0.81  -0.14
18 C 1.56 3.44 0.21  -0.08
19 C 2.62 2.60 0.89  -0.46
20 O 3.58 3.13 1.43  0.04
21 N 2.43 1.26 0.92  -0.03
22 C 3.45 0.43 1.54  -0.09
23 C 4.27 -0.30 0.51  -0.20
24 C 5.05 0.44 -0.38  -0.03
25 C 5.79 -0.20 -1.36  -0.07
26 C 5.77 -1.58 -1.47  -0.01
27 C 4.98 -2.30 -0.58  -0.27
28 F 4.95 -3.64 -0.67  0.06
29 C 4.23 -1.68 0.40  0.04
30 C 1.40 0.53 0.22  -0.10
31 H -2.26 1.83 -0.53  0.15
32 H -3.23 1.21 -2.82  0.13
33 H -2.49 -0.37 -2.47  0.14
34 H -5.52 1.27 -2.49  0.11
35 H -7.56 0.62 -1.29  0.11
36 H -7.42 -0.94 0.62  0.11
37 H -5.23 -1.84 1.31  0.12
38 H -0.37 1.67 0.75  0.15
39 H 1.34 2.40 -1.67  0.14
40 H -0.10 3.30 -1.17  0.12
41 H 2.06 4.29 -0.25  0.12
42 H 0.91 3.83 1.00  0.13
43 H 4.09 1.10 2.12  0.13
44 H 2.96 -0.29 2.21  0.13
45 H 5.08 1.51 -0.29  0.11
46 H 6.40 0.38 -2.04  0.11
47 H 6.34 -2.10 -2.22  0.12
48 H 3.63 -2.28 1.07  0.12
49 H 1.07 -0.29 0.87  0.13
50 H 1.80 0.09 -0.69  0.14

The SMILES is O=C(NCc1ccccc1OC(F)(F)F)[C@@H]1CCC(=O)N(Cc2cccc(F)c2)C1. The HOMO-LUMO gap is 0.3496 Ha. Its multiplicity is 1. The value obtained for the LUMO energy is 0.53 eV. As for the max |F|: 2.0 eV Å⁻¹. For the energy above the lowest of the compared OMol25 structures with the same formula, charge and spin, the calculation gives 0.2462 eV.

---

Record 3
This record from the Open Molecules 2025 dataset describes a molecular structure, C20H20BrHoN5O4 at a distorted geometry. The level of theory is wB97M-V/def2-TZVPD.

Each line ends with the Löwdin charge.
Geometry (Å):
1 Ho -7.44 10.37 12.26  1.50
2 O -5.16 6.67 12.89  0.08
3 C -5.42 7.09 14.13  -0.32
4 C -4.35 6.89 15.06  0.00
5 C -4.36 7.43 16.32  -0.08
6 C -5.53 8.06 16.75  -0.08
7 C -6.58 8.22 15.84  -0.03
8 C -6.60 7.64 14.53  -0.08
9 C -7.84 7.65 13.52  -0.40
10 O -7.64 8.31 12.28  -0.36
11 N -8.95 8.23 14.21  -0.01
12 N -9.10 9.63 13.97  -0.08
13 C -9.90 10.20 14.79  -0.16
14 C -10.08 11.64 14.83  -0.55
15 Br -8.89 12.69 13.74  0.85
16 C -11.12 12.20 15.48  -0.06
17 C -11.60 13.56 15.62  -0.25
18 C -10.69 14.58 15.93  -0.04
19 C -11.21 15.91 15.81  -0.04
20 C -12.56 16.12 15.56  -0.07
21 C -13.45 15.07 15.51  -0.08
22 C -12.97 13.80 15.50  -0.03
23 H -5.89 6.93 12.33  0.08
24 H -3.47 6.34 14.66  0.13
25 H -3.51 7.44 16.98  0.11
26 H -5.47 8.55 17.68  0.09
27 H -7.45 8.69 16.23  0.08
28 H -8.06 6.64 13.20  0.16
29 H -9.87 7.81 13.95  0.17
30 H -10.40 9.57 15.53  0.16
31 H -11.66 11.47 16.10  0.14
32 H -9.67 14.43 16.29  0.12
33 H -10.51 16.74 15.94  0.11
34 H -13.03 17.05 15.39  0.10
35 H -14.49 15.28 15.26  0.13
36 H -13.66 13.01 15.34  0.12
37 C -3.79 9.68 11.80  0.03
38 C -4.00 10.82 12.84  -0.31
39 N -5.22 11.11 13.25  -0.04
40 C -5.09 12.12 14.21  -0.13
41 C -3.78 12.46 14.33  -0.05
42 N -3.07 11.59 13.49  0.14
43 H -3.43 10.01 10.83  0.09
44 H -4.62 9.05 11.75  0.03
45 H -2.97 9.04 12.13  0.09
46 H -5.97 12.58 14.57  0.06
47 H -3.38 13.27 14.94  0.13
48 H -2.11 11.48 13.41  0.14
49 O -6.62 11.12 9.03  0.06
50 N -7.04 11.08 10.13  -0.37
51 O -8.18 10.48 10.29  -0.24

The HOMO-LUMO gap (alpha / beta) is 0.2678 / 0.2681 Ha. Its multiplicity is 5. Its total charge is +1. The value obtained for the LUMO energy (alpha / beta) is -3.66 / -3.65 eV. As for the max |F|: 3.4 eV Å⁻¹. For the energy above the lowest of the compared OMol25 structures with the same formula, charge and spin, the calculation gives 0.7347 eV.

---

Record 4
This record from the Open Molecules 2025 dataset describes a single C8H6N2O2 molecule at a distorted geometry. The level of theory is wB97M-V/def2-TZVPD.

Each line ends with the Löwdin charge.
Geometry (Å):
1 N -3.79 0.59 2.08  0.19
2 C -2.72 0.59 1.66  -0.13
3 C -1.49 0.39 0.91  -0.37
4 O -1.38 0.96 -0.13  0.13
5 C -0.58 -0.73 1.53  -0.11
6 C 0.37 -1.17 0.48  -0.11
7 C 1.12 -0.34 -0.19  -0.06
8 C 1.22 1.10 0.07  -0.43
9 O 1.50 1.45 1.19  0.10
10 C 0.82 2.01 -1.04  -0.04
11 C 0.30 1.56 -2.13  -0.21
12 N -0.07 1.09 -3.19  0.18
13 H -1.39 -1.45 1.83  0.13
14 H -0.11 -0.35 2.55  0.18
15 H 0.31 -2.33 0.37  0.15
16 H 1.81 -0.76 -0.94  0.14
17 H 1.24 2.99 -1.05  0.12
18 H -1.05 1.16 -3.66  0.14

The SMILES is N#CC(=O)C/C=C\C(=O)C=C=N. The HOMO-LUMO gap is 0.3314 Ha. Its multiplicity is 1. The value obtained for the LUMO energy is -0.28 eV. As for the max |F|: 4.1 eV Å⁻¹. For the energy above the lowest of the compared OMol25 structures with the same formula, charge and spin, the calculation gives 4.6955 eV.